(1)
{"formula": "CH2F3N2", "method": "ωB97M-V with the def2-TZVPD basis set", "e_homo_ev": -17.9, "multiplicity": 1, "max_force_ev_per_a": 4.73, "total_charge": 1, "e_above_lowest_kcal_mol": 38.6, "orbital_gap_ha": 0.4337, "molar_mass_da": 99.03, "elements": ["C", "N", "N", "F", "F", "F", "H", "H"], "coordinates": [[1.6595, -0.7778, -0.1303], [0.1180, -0.4643, 0.1415], [2.5188, 0.0320, 0.1172], [1.8081, -1.8869, -0.7577], [-0.4994, -0.9546, 1.2888], [2.1882, 1.1888, 0.6328], [0.1928, 0.4760, 0.1894], [-0.6120, -0.7907, -0.5421]], "forces_ev_per_angstrom": [[-4.05, -2.34, -0.45], [-0.26, -4.67, -0.64], [3.27, 0.52, -0.34], [0.06, -0.11, 0.31], [1.30, 0.44, -0.14], [-0.88, 1.15, 0.84], [-0.73, 4.61, 0.70], [1.29, 0.41, -0.28]]}

(2)
{"formula": "CH2F3NS", "method": "ωB97M-V with the def2-TZVPD basis set", "e_homo_ev": -10.1, "multiplicity": 1, "max_force_ev_per_a": 1.97, "e_above_lowest_kcal_mol": 137.6, "orbital_gap_ha": 0.3787, "molar_mass_da": 117.09, "elements": ["C", "N", "F", "F", "F", "S", "H", "H"], "coordinates": [[0.0630, 0.0154, -0.1818], [2.5367, 1.1441, -0.3298], [3.8767, 0.9097, -0.1217], [2.3600, -1.0104, 1.2252], [2.1736, -1.4098, -0.9657], [1.7057, -0.1637, -0.0901], [-0.3767, -0.8932, -0.6901], [-0.5800, 0.2950, 0.7140]], "forces_ev_per_angstrom": [[0.40, -1.56, 0.42], [-1.49, -1.07, -0.09], [0.61, -0.18, 0.38], [-0.41, 1.44, -1.00], [-0.64, 0.97, -0.34], [-0.90, -0.85, 1.43], [0.81, 1.11, 0.32], [1.61, 0.14, -1.12]]}

(3)
{"formula": "CH2F3NS", "method": "ωB97M-V with the def2-TZVPD basis set", "e_homo_ev": -9.9, "multiplicity": 1, "max_force_ev_per_a": 3.17, "e_above_lowest_kcal_mol": 155.0, "orbital_gap_ha": 0.2712, "molar_mass_da": 117.09, "elements": ["C", "N", "F", "F", "F", "S", "H", "H"], "coordinates": [[0.4386, 0.0989, 0.5180], [0.6763, 0.3602, -0.8390], [0.0444, 1.5770, -1.1987], [0.7155, -2.1468, -1.2315], [-2.1146, 0.7217, 1.0143], [-0.3997, -0.9978, -0.5443], [1.0608, -0.3219, 1.2654], [-0.4213, 0.7088, 1.0159]], "forces_ev_per_angstrom": [[-1.16, 0.77, 1.73], [0.31, 1.05, -0.48], [0.26, -1.26, 0.24], [-1.80, 2.04, 1.64], [1.49, -0.65, -0.65], [-0.01, -1.32, -1.86], [1.61, -0.20, -0.08], [-0.69, -0.43, -0.55]]}

(4)
{"formula": "CH2F3NS2", "method": "ωB97M-V with the def2-TZVPD basis set", "e_homo_ev": [-8.6, -9.0], "multiplicity": 3, "max_force_ev_per_a": 2.69, "e_above_lowest_kcal_mol": 0.0, "orbital_gap_ha": [0.3271, 0.2613], "molar_mass_da": 149.16, "elements": ["C", "N", "F", "F", "F", "S", "S", "H", "H"], "coordinates": [[0.0601, -0.9865, 1.5677], [0.3792, 1.2527, -1.1598], [1.2623, -1.1738, 2.0958], [0.0362, -1.6313, 0.3906], [-0.8280, -1.4328, 2.4572], [-1.0417, 1.2618, -2.1432], [0.3558, 1.8500, 0.3790], [1.2302, 0.8484, -1.6944], [-1.4540, 0.0115, -1.8930]], "forces_ev_per_angstrom": [[0.69, -1.55, 0.54], [0.87, -0.77, -1.17], [-0.01, 0.58, -0.16], [-0.64, 0.42, 0.68], [-0.10, 0.21, -0.96], [0.37, 0.12, 0.03], [0.53, 0.03, -0.80], [-1.72, 1.10, 1.75], [0.00, -0.13, 0.10]]}

(5)
{"formula": "CH2F3O2P", "method": "ωB97M-V with the def2-TZVPD basis set", "e_homo_ev": -10.6, "multiplicity": 1, "max_force_ev_per_a": 4.49, "e_above_lowest_kcal_mol": 10.2, "orbital_gap_ha": 0.3985, "molar_mass_da": 133.99, "elements": ["C", "O", "O", "F", "F", "F", "P", "H", "H"], "coordinates": [[2.6850, 0.0494, -0.0062], [-0.5774, 0.3830, 0.4340], [1.6131, 0.0486, -0.6826], [3.6570, 0.7216, -0.6628], [3.1971, -1.1024, 0.2562], [2.5506, 0.8073, 1.0989], [0.2906, -0.8888, 0.0832], [-1.2517, 0.7854, -0.1599], [-0.2403, -1.2515, -1.1228]], "forces_ev_per_angstrom": [[2.82, 3.43, 0.22], [-2.06, 1.07, 0.23], [-3.80, -1.84, -1.52], [0.37, 0.15, -0.99], [0.48, -2.35, 1.16], [-0.27, -0.50, 1.50], [1.88, 0.78, 0.19], [1.01, -0.55, 0.38], [-0.44, -0.20, -1.16]]}

(6)
{"formula": "CH2F3P", "method": "ωB97M-V with the def2-TZVPD basis set", "e_homo_ev": -10.6, "multiplicity": 1, "max_force_ev_per_a": 2.85, "e_above_lowest_kcal_mol": 7.6, "orbital_gap_ha": 0.4077, "molar_mass_da": 102.00, "elements": ["C", "F", "F", "F", "P", "H", "H"], "coordinates": [[-0.3556, 0.6582, -0.1939], [-0.3354, 1.8140, 0.6653], [0.2611, -1.3771, 1.4423], [0.8006, -1.5288, -0.7988], [1.0735, -0.4095, 0.3335], [-0.2262, 0.7762, -1.3178], [-1.2179, 0.0671, -0.1307]], "forces_ev_per_angstrom": [[2.17, 0.56, -0.28], [-0.36, -1.40, -1.74], [1.01, 1.67, -0.73], [0.49, 0.69, -0.25], [-1.70, -2.12, 0.86], [0.07, 1.03, 1.36], [-1.67, -0.42, 0.79]]}

(7)
{"formula": "CH2F3P", "method": "ωB97M-V with the def2-TZVPD basis set", "e_homo_ev": -9.3, "multiplicity": 1, "max_force_ev_per_a": 1.76, "e_above_lowest_kcal_mol": 44.9, "orbital_gap_ha": 0.3657, "molar_mass_da": 102.00, "elements": ["C", "F", "F", "F", "P", "H", "H"], "coordinates": [[-0.8907, 0.4957, -0.9009], [-0.3829, 1.4487, -0.1631], [2.0726, -0.5716, 0.9649], [-1.2284, -1.0496, 1.1066], [-1.4713, -1.0231, -0.4603], [2.7378, -0.0373, 1.3925], [-0.8370, 0.7372, -1.9397]], "forces_ev_per_angstrom": [[-0.48, -1.69, -0.03], [0.38, 0.67, 0.92], [1.13, 0.90, 0.70], [-0.06, -0.01, 0.53], [0.42, 0.98, -0.62], [-1.16, -0.90, -0.72], [-0.24, 0.05, -0.78]]}

(8)
{"formula": "CH2F4N2", "method": "ωB97M-V with the def2-TZVPD basis set", "e_homo_ev": -10.9, "multiplicity": 1, "max_force_ev_per_a": 5.06, "e_above_lowest_kcal_mol": 19.1, "orbital_gap_ha": 0.3794, "molar_mass_da": 118.03, "elements": ["C", "N", "N", "F", "F", "F", "F", "H", "H"], "coordinates": [[-2.2979, -0.8720, 1.4641], [-0.2245, 1.5705, -1.0453], [0.5030, 0.7760, -0.8377], [-2.6850, 0.4090, 1.5883], [-3.0648, -1.6726, 2.2916], [-2.6791, -1.0603, 0.1656], [0.2775, 0.1508, 0.8520], [-0.9993, -1.2895, 1.1178], [1.3433, 0.2659, -0.9138]], "forces_ev_per_angstrom": [[2.08, -1.69, -2.88], [-0.39, 0.61, -1.15], [-1.29, 0.88, 1.41], [1.08, -0.44, 1.75], [1.32, 1.30, -1.02], [-1.06, -1.18, -0.64], [0.69, -0.52, -0.35], [-3.58, 2.05, 2.94], [1.15, -1.02, -0.05]]}